# 1
The following is a quantum chemistry calculation of 9 unconnected molecules or ions with the total composition C36H66O12, from OMol25.

HOMO   -9.050 eV
Structure (SMILES)   O=C1CCCO1.O=C1CCCO1.O=C1CCCO1.C1CCOC1.C1CCOC1.C1CCOC1.C1CCOC1.C1CCOC1.C1CCOC1
Kohn-Sham gap   9.58 eV
E   -2314.05443 Ha
Total charge   0
Energy above the lowest of the compared OMol25 structures with the same formula, charge and spin   22.4 kJ/mol

```
114
C36H66O12, DFT the ωB97M-V functional and the def2-TZVPD basis
C -1.686 3.875 1.438
C -0.828 3.228 2.524
C -1.429 3.713 3.857
O -2.542 4.535 3.557
C -2.472 4.931 2.188
H -2.405 3.200 0.968
H -1.150 4.393 0.641
H 0.197 3.596 2.483
H -0.848 2.156 2.343
H -0.628 4.289 4.336
H -1.666 2.900 4.541
H -1.860 5.852 2.200
H -3.460 5.213 1.832
C 0.633 -5.676 2.003
C 1.305 -4.401 2.480
C 2.465 -4.199 1.507
O 2.868 -5.520 1.167
C 1.800 -6.446 1.321
H -0.103 -5.391 1.246
H 0.127 -6.196 2.814
H 1.867 -4.556 3.409
H 0.717 -3.485 2.534
H 3.282 -3.585 1.878
H 2.079 -3.704 0.605
H 2.133 -7.247 1.982
H 1.515 -6.800 0.331
C -3.223 -4.767 0.650
C -4.699 -4.416 0.250
C -4.736 -2.910 0.446
O -3.458 -2.461 -0.006
C -2.513 -3.430 0.414
H -3.011 -5.557 -0.073
H -3.162 -5.251 1.622
H -5.422 -4.904 0.904
H -4.844 -4.716 -0.785
H -4.882 -2.652 1.502
H -5.534 -2.397 -0.089
H -2.011 -3.073 1.323
H -1.721 -3.519 -0.331
C -3.376 -1.122 -3.762
C -4.228 -0.723 -4.994
C -4.026 0.798 -5.136
O -3.354 1.218 -3.974
C -2.558 0.162 -3.531
H -2.825 -2.012 -4.059
H -3.912 -1.326 -2.836
H -5.288 -0.971 -4.959
H -3.855 -1.170 -5.918
H -4.984 1.308 -5.268
H -3.479 1.089 -6.043
H -2.256 0.320 -2.495
H -1.603 0.060 -4.072
C 3.146 2.209 2.315
C 4.402 2.315 1.452
C 5.393 1.711 2.457
O 4.710 0.642 3.050
C 3.319 0.892 3.107
H 2.228 2.381 1.743
H 3.149 3.068 2.999
H 4.641 3.329 1.134
H 4.329 1.708 0.547
H 5.782 2.457 3.159
H 6.251 1.388 1.858
H 2.927 1.109 4.100
H 2.818 0.132 2.502
C -0.346 0.388 -0.243
C 0.743 0.765 -1.267
C 1.389 -0.589 -1.494
O 1.392 -1.131 -0.193
C 0.310 -0.709 0.648
H -1.255 -0.070 -0.638
H -0.622 1.307 0.281
H 1.338 1.585 -0.875
H 0.164 1.082 -2.142
H 2.415 -0.346 -1.790
H 0.931 -1.206 -2.265
H 0.704 -0.266 1.562
H -0.322 -1.581 0.815
O 0.022 0.175 3.891
C -0.150 -0.822 4.534
O 0.921 -1.409 5.108
C 0.511 -2.488 5.940
C -0.877 -2.909 5.440
C -1.412 -1.593 4.862
H 0.495 -2.219 6.996
H 1.139 -3.367 5.805
H -1.484 -3.289 6.259
H -0.723 -3.693 4.701
H -1.852 -1.005 5.673
H -2.056 -1.643 3.990
O 2.144 -1.679 -4.371
C 1.832 -1.066 -5.338
O 0.571 -0.534 -5.410
C 0.406 0.245 -6.617
C 1.485 -0.346 -7.509
C 2.619 -0.610 -6.531
H 0.567 1.292 -6.342
H -0.606 0.136 -6.997
H 1.783 0.318 -8.323
H 1.043 -1.243 -7.949
H 3.024 0.395 -6.378
H 3.420 -1.306 -6.751
O 3.193 4.646 -2.735
C 2.589 5.407 -2.030
O 2.629 6.724 -2.241
C 1.867 7.430 -1.235
C 1.122 6.403 -0.418
C 1.926 5.103 -0.673
H 1.182 8.104 -1.746
H 2.543 8.029 -0.627
H 0.083 6.280 -0.707
H 1.220 6.592 0.650
H 1.254 4.253 -0.776
H 2.680 4.868 0.073
```

These are the Löwdin partial charges, in e, on atoms 1 to 6: C -0.171; C -0.154; C -0.194; O -0.135; C -0.207; H 0.112

# 2
The following is a quantum chemistry calculation of C3H4OS in the gas phase, from OMol25.

HOMO   -9.071 eV
Structure (SMILES)   CC(=O)C=S
Kohn-Sham gap   7.76 eV
E   -590.08352 Ha
Total charge   0
Energy above the lowest of the compared OMol25 structures with the same formula, charge and spin   108.0 kJ/mol

```
9
C3H4OS, DFT the ωB97M-V functional and the def2-TZVPD basis
C 0.286 -0.222 1.369
C 0.586 0.312 -0.133
C -0.488 0.028 -1.121
O 1.603 0.916 -0.290
S -0.595 -1.358 2.237
H 0.911 0.400 2.010
H -0.936 -0.942 -0.924
H -0.106 0.079 -2.139
H -1.262 0.788 -1.009
```

These are the natural (NBO) partial charges, in e, on atoms 1 to 6: C -0.354; C 0.557; C -0.729; O -0.486; S 0.085; H 0.191

# 3
The following is a quantum chemistry calculation of C14H17ClN2 in the gas phase, from OMol25.

HOMO   -7.489 eV
Structure (SMILES)   Cc1c2n(c3c(C)c(Cl)ccc13)[C@H](C)NCC2
Kohn-Sham gap   8.23 eV
E   -1113.37636 Ha
Total charge   0
Energy above the lowest of the compared OMol25 structures with the same formula, charge and spin   0.0 kJ/mol

```
34
C14H17ClN2, DFT the ωB97M-V functional and the def2-TZVPD basis
Cl 3.606 1.474 -3.177
C 0.668 0.156 1.857
C -0.419 -0.457 1.288
C 3.309 1.513 -0.505
C 2.716 1.216 0.720
C 2.730 1.152 -1.724
C 1.501 0.556 0.742
C 0.896 0.219 -0.453
C 1.492 0.465 -1.732
N -0.327 -0.387 -0.101
N -2.613 -1.380 -0.240
C 1.016 0.456 3.286
C 0.826 0.074 -3.036
C -2.218 0.615 -1.414
C -1.622 -1.010 1.979
C -2.424 -1.953 1.097
C -1.536 -0.659 -0.950
H 4.222 2.068 -0.499
H 3.189 1.551 1.667
H -3.181 -1.991 -0.872
H 2.050 0.111 3.548
H 0.329 -0.051 4.000
H 0.953 1.542 3.331
H 1.530 0.232 -3.874
H -0.018 0.710 -3.277
H 0.482 -0.969 -2.970
H -2.712 1.074 -0.547
H -3.021 0.423 -2.175
H -1.484 1.310 -1.873
H -2.247 -0.159 2.279
H -1.291 -1.512 2.897
H -1.877 -2.887 0.963
H -3.375 -2.251 1.551
H -1.150 -1.250 -1.788
```

These are the natural (NBO) partial charges, in e, on atoms 1 to 6: Cl 0.003; C -0.104; C 0.193; C -0.245; C -0.209; C -0.063

# 4
The following is a quantum chemistry calculation of 2 unconnected molecules or ions with the total composition C25H31Cl2OSi, from OMol25.

HOMO   -10.138 eV
Kohn-Sham gap   4.29 eV
E   -2256.12524 Ha
Total charge   +1

```
60
C25H31Cl2OSi, DFT the ωB97M-V functional and the def2-TZVPD basis
C 3.179 2.891 -3.787
Si 1.959 2.603 -2.423
C 2.024 0.875 -1.750
C 2.030 3.924 -1.118
O 0.516 2.768 -3.279
C -0.698 2.598 -2.667
C -1.241 1.351 -2.628
C -2.665 1.055 -2.287
C -3.749 1.944 -2.913
C -3.791 3.364 -2.353
C -2.629 4.224 -2.818
C -1.336 3.847 -2.102
H 4.219 2.829 -3.431
H 3.011 2.139 -4.570
H 2.994 3.888 -4.209
H 2.943 0.732 -1.163
H 1.154 0.671 -1.111
H 2.019 0.165 -2.590
H 2.970 3.857 -0.550
H 1.981 4.909 -1.605
H 1.185 3.827 -0.423
H -0.634 0.468 -2.885
H -2.848 0.029 -2.624
H -2.787 1.044 -1.190
H -3.621 1.981 -4.010
H -4.725 1.484 -2.685
H -4.722 3.844 -2.689
H -3.804 3.327 -1.251
H -2.493 4.156 -3.908
H -2.857 5.268 -2.588
H -1.518 3.672 -1.026
H -0.633 4.686 -2.193
Cl 2.535 -6.272 -2.748
C 2.153 -5.093 -1.568
C 2.304 -3.730 -1.855
C 1.922 -2.779 -0.916
C 1.333 -3.168 0.317
C 0.826 -2.203 1.253
C 0.353 -2.541 2.532
C 0.230 -1.629 3.575
C -0.207 -1.936 4.911
C -0.446 -0.894 5.843
C -0.973 -1.152 7.101
C -1.240 -2.479 7.481
Cl -1.899 -2.817 9.017
C -0.916 -3.543 6.624
C -0.386 -3.279 5.362
C 1.281 -4.559 0.612
C 1.640 -5.514 -0.329
H 2.732 -3.442 -2.812
H 2.078 -1.721 -1.121
H 0.825 -1.135 0.982
H 0.056 -3.580 2.724
H 0.505 -0.589 3.356
H -0.244 0.133 5.539
H -1.197 -0.354 7.797
H -1.081 -4.568 6.946
H -0.115 -4.106 4.703
H 0.952 -4.895 1.602
H 1.549 -6.574 -0.104
```

These are the natural (NBO) partial charges, in e, on atoms 1 to 6: C -1.142; Si 1.909; C -1.175; C -1.157; O -0.856; C 0.340

# 5
The following is a quantum chemistry calculation of 9 unconnected molecules or ions with the total composition C38H55F16N5O6, from OMol25.

HOMO   -10.535 eV
Structure (SMILES)   FC(F)C(F)(F)COC(F)(F)C(F)F.FC(F)C(F)(F)COC(F)(F)C(F)F.O=C1CCCO1.O=C1CCCO1.CCCC#N.CCCC#N.CCCC#N.CCCC#N.CCCC#N
Kohn-Sham gap   10.65 eV
E   -3803.96596 Ha
Total charge   0

```
120
C38H55F16N5O6, DFT the ωB97M-V functional and the def2-TZVPD basis
C 0.102 1.192 0.859
C 1.534 0.917 1.266
C 1.692 0.099 2.563
F 2.945 -0.095 3.007
F 1.095 0.833 3.564
F 2.194 0.234 0.283
F 2.193 2.101 1.371
O -0.700 0.002 0.846
C -1.045 -0.476 -0.405
C 0.104 -1.057 -1.225
F 0.944 -1.879 -0.567
F -0.392 -1.695 -2.303
F -1.948 -1.439 -0.104
F -1.763 0.468 -1.044
H 0.058 1.665 -0.123
H -0.303 1.967 1.510
H 1.210 -0.874 2.435
H 0.736 -0.252 -1.616
C 4.463 -4.996 1.751
C 4.130 -3.916 2.790
C 5.329 -3.075 3.221
F 4.962 -2.455 4.402
F 6.467 -3.767 3.505
F 3.238 -3.044 2.213
F 3.435 -4.415 3.828
O 4.650 -4.309 0.516
C 5.611 -4.836 -0.379
C 7.010 -4.620 0.243
F 8.001 -4.894 -0.663
F 7.142 -3.377 0.717
F 5.255 -6.084 -0.680
F 5.460 -4.127 -1.501
H 3.585 -5.621 1.566
H 5.309 -5.635 2.008
H 5.584 -2.237 2.569
H 7.168 -5.420 0.984
O -0.017 0.557 -4.068
C 0.733 1.472 -4.167
O 1.718 1.677 -3.236
C 2.378 2.923 -3.400
C 1.733 3.654 -4.592
C 0.813 2.624 -5.175
H 3.438 2.732 -3.551
H 2.152 3.568 -2.552
H 2.417 4.148 -5.278
H 1.052 4.454 -4.283
H 1.298 2.111 -6.017
H -0.209 2.844 -5.472
O -5.933 5.322 -3.381
C -4.944 4.705 -3.592
O -4.322 3.912 -2.658
C -3.110 3.411 -3.176
C -3.129 3.536 -4.695
C -4.282 4.520 -4.936
H -3.002 2.369 -2.859
H -2.259 3.886 -2.678
H -3.210 2.615 -5.271
H -2.199 3.978 -5.055
H -5.036 4.281 -5.681
H -3.895 5.501 -5.221
C 5.170 6.094 1.659
C 5.454 5.441 0.308
C 4.408 5.748 -0.803
C 3.126 5.119 -0.537
N 2.141 4.576 -0.308
H 4.652 7.054 1.670
H 6.121 6.360 2.128
H 4.685 5.383 2.325
H 5.609 4.375 0.476
H 6.424 5.750 -0.087
H 4.826 5.398 -1.749
H 4.330 6.827 -0.934
C -2.787 -4.515 -1.106
C -4.009 -3.933 -0.380
C -3.856 -3.821 1.142
C -3.227 -5.017 1.745
N -2.744 -5.965 2.177
H -2.282 -5.341 -0.610
H -2.037 -3.718 -1.118
H -2.987 -4.752 -2.149
H -4.870 -4.572 -0.601
H -4.329 -2.973 -0.787
H -4.729 -3.681 1.782
H -3.177 -2.995 1.371
C -4.084 0.538 2.490
C -3.291 1.567 3.293
C -3.551 1.483 4.794
C -4.845 1.998 5.220
N -5.866 2.443 5.504
H -5.153 0.681 2.675
H -3.934 -0.508 2.778
H -3.935 0.583 1.413
H -3.703 2.530 2.977
H -2.223 1.616 3.084
H -2.903 2.182 5.332
H -3.488 0.430 5.070
C 0.542 -1.651 7.168
C -0.476 -0.870 6.338
C -1.359 -1.818 5.533
C -0.716 -2.581 4.486
N -0.231 -3.205 3.652
H 1.266 -2.161 6.519
H 0.092 -2.509 7.674
H 1.196 -1.023 7.770
H 0.143 -0.103 5.863
H -1.073 -0.265 7.026
H -2.229 -1.311 5.113
H -1.757 -2.424 6.351
C -3.735 -0.369 -3.944
C -4.033 -1.268 -5.121
C -2.958 -2.340 -5.323
C -3.066 -3.069 -6.582
N -3.135 -3.563 -7.617
H -4.542 0.337 -3.733
H -2.854 0.231 -4.194
H -3.560 -0.871 -2.991
H -4.177 -0.689 -6.034
H -5.011 -1.678 -4.852
H -2.954 -2.952 -4.418
H -1.951 -1.911 -5.339
```

These are the Löwdin partial charges, in e, on atoms 1 to 6: C -0.044; C -0.430; C -0.277; F 0.103; F 0.061; F 0.106

# 6
The following is a quantum chemistry calculation of 7 unconnected molecules or ions with the total composition C27H45N7O9, from OMol25.

HOMO   -8.920 eV
Structure (SMILES)   O=[N+]([O-])c1ccccc1.O=[N+]([O-])c1ccccc1.CN(C)C=O.CN(C)C=O.CN(C)C=O.CN(C)C=O.CN(C)C=O
Kohn-Sham gap   7.57 eV
E   -2115.57313 Ha
Total charge   0
Energy above the lowest of the compared OMol25 structures with the same formula, charge and spin   1562.0 kJ/mol

```
88
C27H45N7O9, DFT the ωB97M-V functional and the def2-TZVPD basis
C 5.777 1.715 1.333
C 4.401 1.287 1.169
C 4.104 0.550 -0.201
C 5.147 0.471 -1.283
C 6.508 1.052 -0.954
C 6.804 1.647 0.454
N 4.779 0.068 -2.652
O 5.462 0.576 -3.581
O 4.080 -1.010 -2.683
H 6.157 2.177 2.231
H 3.534 1.435 1.949
H 3.073 0.035 -0.292
H 7.436 1.190 -1.726
H 7.864 2.085 0.511
C 0.084 -3.135 -4.004
C -1.266 -3.865 -3.720
C -1.563 -4.246 -2.300
C -0.672 -3.762 -1.121
C 0.573 -3.068 -1.503
C 0.891 -2.688 -2.958
N -0.977 -3.969 0.303
O -2.189 -4.237 0.592
O -0.011 -4.017 1.132
H 0.345 -2.785 -5.120
H -2.082 -4.091 -4.350
H -2.497 -4.754 -1.923
H 1.239 -2.791 -0.476
H 1.796 -2.032 -3.025
C -0.230 0.213 -0.702
O 0.425 0.754 0.189
N -1.133 -0.693 -0.491
C -2.119 -0.829 -1.651
C -1.767 -0.936 0.808
H -0.108 0.420 -1.748
H -2.635 -0.017 -1.929
H -2.851 -1.671 -1.576
H -1.553 -1.185 -2.456
H -2.505 -1.743 0.846
H -2.415 -0.088 1.466
H -0.929 -1.270 1.376
C -4.577 -2.950 2.641
O -5.095 -2.016 1.862
N -3.909 -2.540 3.710
C -3.054 -3.449 4.469
C -3.871 -1.109 4.055
H -4.607 -4.028 2.583
H -3.565 -4.499 4.703
H -2.682 -3.155 5.433
H -2.093 -3.609 3.847
H -4.074 -0.353 3.466
H -2.882 -0.814 4.450
H -4.628 -0.745 4.921
C -4.150 2.065 -0.180
O -4.983 1.543 -0.828
N -3.350 2.973 -0.682
C -2.190 3.550 0.018
C -3.529 3.383 -2.114
H -4.138 1.918 0.931
H -1.475 2.805 0.005
H -2.253 3.781 1.075
H -1.624 4.357 -0.519
H -4.391 3.887 -2.371
H -3.610 2.456 -2.656
H -2.645 3.827 -2.398
C 2.047 2.715 -3.628
O 3.215 2.429 -3.248
N 1.222 1.884 -4.249
C -0.185 2.091 -4.331
C 1.749 0.573 -4.747
H 1.611 3.609 -3.597
H -0.567 2.269 -5.334
H -0.342 2.935 -3.677
H -0.853 1.228 -4.310
H 1.211 0.168 -5.544
H 1.601 -0.229 -4.086
H 2.727 0.671 -5.160
C 1.190 -0.259 4.265
O 2.071 -1.133 4.484
N 1.592 1.048 4.680
C 0.690 2.097 4.201
C 2.818 1.513 5.252
H 0.211 -0.437 3.807
H 0.766 3.168 4.671
H -0.289 2.037 4.364
H 0.709 2.384 3.230
H 3.566 1.172 4.774
H 2.797 1.341 6.461
H 2.864 2.676 5.403
```

These are the Löwdin partial charges, in e, on atoms 1 to 6: C -0.175; C -0.007; C 0.049; C -0.141; C 0.041; C -0.099

# 7
The following is a quantum chemistry calculation of C18H27NO5S in the gas phase, from OMol25.

HOMO   -8.963 eV
Structure (SMILES)   COc1ccc(S(=O)(=O)CC2(O)CCN(C(=O)C(C)(C)C)CC2)cc1
Kohn-Sham gap   9.43 eV
E   -1531.23108 Ha
Total charge   0
Energy above the lowest of the compared OMol25 structures with the same formula, charge and spin   32.9 kJ/mol

```
52
C18H27NO5S, DFT the ωB97M-V functional and the def2-TZVPD basis
C 0.496 6.129 0.049
H 0.590 7.146 -0.327
O 1.668 5.463 -0.364
C 1.840 4.166 -0.023
C 0.926 3.403 0.703
C 1.211 2.079 0.990
C 2.392 1.514 0.555
C 3.317 2.265 -0.151
C 3.043 3.583 -0.443
H 3.742 4.194 -0.989
H 4.252 1.815 -0.445
S 2.773 -0.196 0.939
O 4.102 -0.247 1.488
O 1.703 -0.736 1.739
C 2.872 -1.048 -0.681
H 3.641 -1.807 -0.546
H 3.233 -0.293 -1.377
C 1.564 -1.660 -1.202
O 1.724 -1.960 -2.581
H 2.337 -2.698 -2.671
C 1.203 -2.917 -0.400
H 1.969 -3.683 -0.541
C -0.157 -3.460 -0.842
N -1.174 -2.444 -0.649
C -2.046 -2.612 0.380
O -2.073 -3.677 0.972
C -3.019 -1.489 0.788
C -4.076 -1.258 -0.299
H -4.625 -2.181 -0.477
H -4.782 -0.500 0.035
H -3.652 -0.934 -1.245
C -2.275 -0.198 1.161
H -2.906 0.403 1.814
H -2.022 0.412 0.299
H -1.362 -0.439 1.702
C -3.749 -1.979 2.047
H -4.501 -1.255 2.351
H -4.232 -2.933 1.859
H -3.041 -2.118 2.860
C -0.911 -1.298 -1.484
H -1.710 -0.567 -1.424
C 0.421 -0.645 -1.100
H 0.624 0.195 -1.765
H 0.368 -0.296 -0.073
H -0.841 -1.647 -2.521
H -0.431 -4.331 -0.248
H -0.128 -3.732 -1.903
H 1.164 -2.653 0.657
H 0.525 1.480 1.567
H 0.000 3.828 1.054
H 0.412 6.152 1.140
H -0.399 5.666 -0.378
```

These are the natural (NBO) partial charges, in e, on atoms 1 to 6: C -0.255; H 0.206; O -0.482; C 0.320; C -0.264; C -0.169

Among the records above, which one has the highest E?
C3H4OS

What is the HOMO in the third record?
-7.489 eV